C19H21AuBr3N3Si as an isolated structure in a non-equilibrium geometry. Source: the Open Molecules 2025 dataset; level of theory: the ωB97M-V functional and the def2-TZVPD basis.

```
48
Properties=species:S:1:pos:R:3:lowdin_charge:R:1
Au -0.479 0.730 -1.410 1.03
Br 4.149 -4.710 -0.821 0.88
C 3.043 -3.213 -0.976 -0.66
C 3.582 -1.959 -1.216 -0.07
C 2.707 -0.893 -1.328 -0.11
N 1.387 -1.013 -1.203 0.04
C 0.872 -2.220 -0.972 -0.24
C 1.666 -3.352 -0.858 -0.04
C -0.615 -2.289 -0.867 -0.20
C -1.267 -3.480 -0.593 -0.04
C -2.652 -3.517 -0.529 -0.66
Br -3.530 -5.117 -0.161 0.91
C -3.371 -2.349 -0.744 -0.07
C -2.665 -1.199 -1.007 -0.11
N -1.321 -1.156 -1.064 -0.06
H 4.648 -1.816 -1.321 0.12
H 3.089 0.099 -1.538 0.11
H 1.252 -4.335 -0.693 0.11
H -0.711 -4.390 -0.433 0.11
H -4.451 -2.332 -0.712 0.13
H -3.187 -0.271 -1.195 0.12
C -0.278 1.293 3.724 -0.13
Si -0.170 -0.024 2.379 0.47
C -1.686 -1.087 2.305 -0.15
C 1.416 -0.979 2.389 -0.15
C -0.174 1.274 1.008 0.02
H -0.280 0.696 4.644 0.06
H -1.198 1.873 3.695 0.05
H 0.580 1.962 3.766 0.05
H -1.785 -1.623 3.253 0.06
H -1.601 -1.836 1.524 0.01
H -2.602 -0.513 2.159 0.05
H 1.509 -1.514 3.337 0.06
H 2.294 -0.339 2.291 0.05
H 1.436 -1.726 1.595 0.02
H 0.732 1.729 0.616 0.02
H -1.077 1.847 0.806 0.03
Br -2.473 6.072 -1.958 0.87
C -0.978 4.953 -1.854 -0.66
C 0.312 5.464 -1.869 -0.05
C 1.377 4.580 -1.799 -0.01
C 1.129 3.227 -1.708 -0.12
N -0.124 2.737 -1.684 -0.15
C -1.163 3.586 -1.763 -0.17
H 0.477 6.531 -1.941 0.13
H 2.397 4.936 -1.823 0.13
H 1.934 2.506 -1.678 0.11
H -2.155 3.158 -1.770 0.11
```

Properties
HOMO level (spin up / spin down) = -15.075 / -15.075 eV
Total charge = +2
2S+1 = 1
Orbital gap (spin up / spin down) = 6.5 / 6.5 eV

A 2-piece molecular cluster, C28H22F2NS overall in a non-equilibrium geometry. Source: the Open Molecules 2025 dataset; level of theory: the ωB97M-V functional and the def2-TZVPD basis.

```
54
Properties=species:S:1:pos:R:3:lowdin_charge:R:1
F -3.362 3.257 2.320 0.07
C -3.094 1.907 2.335 -0.20
C -4.176 1.028 2.328 0.07
C -3.889 -0.346 2.353 -0.02
C -2.578 -0.791 2.381 0.01
C -1.464 0.107 2.380 -0.16
C -0.171 -0.484 2.394 0.14
C 1.121 0.110 2.370 -0.16
C 2.239 -0.783 2.335 0.02
C 3.548 -0.332 2.287 -0.02
C 3.827 1.044 2.271 0.07
C 2.742 1.918 2.317 -0.20
F 3.004 3.269 2.312 0.07
C 1.418 1.507 2.370 0.09
C -1.767 1.502 2.358 0.09
H -5.197 1.403 2.305 0.14
H -4.709 -1.067 2.350 0.13
H -2.357 -1.858 2.403 0.13
H -0.171 -1.577 2.391 0.14
H 2.024 -1.852 2.341 0.12
H 4.370 -1.051 2.260 0.12
H 4.845 1.425 2.228 0.14
H 0.634 2.251 2.408 0.10
H -0.986 2.250 2.355 0.10
C -1.815 -4.859 6.929 -0.02
N -1.806 -5.533 5.640 -0.12
C -2.973 -6.053 5.081 -0.25
C -2.737 -6.638 3.829 -0.46
C -3.794 -7.093 3.048 -0.09
C -5.094 -6.999 3.561 -0.09
C -5.326 -6.445 4.836 -0.08
C -4.266 -5.944 5.602 -0.02
S -1.043 -6.587 3.405 1.10
C -0.659 -5.704 4.885 -0.46
C 0.542 -5.056 5.076 -0.10
C 1.720 -5.305 4.274 -0.26
C 1.990 -6.559 3.674 -0.08
C 3.104 -6.745 2.858 -0.07
C 4.005 -5.693 2.636 -0.09
C 3.777 -4.451 3.250 -0.10
C 2.670 -4.272 4.078 -0.07
H -0.808 -4.519 7.157 0.07
H -2.501 -4.003 6.916 0.10
H -2.154 -5.542 7.717 0.10
H -3.564 -7.499 2.064 0.11
H -5.935 -7.360 2.964 0.11
H -6.345 -6.409 5.229 0.11
H -4.413 -5.478 6.579 0.11
H 0.621 -4.311 5.867 0.09
H 1.317 -7.401 3.856 0.08
H 3.264 -7.716 2.385 0.11
H 4.877 -5.841 1.997 0.10
H 4.467 -3.620 3.085 0.09
H 2.496 -3.314 4.576 0.10
```

Properties
HOMO level = -8.940 eV
Total charge = +1
2S+1 = 1
Orbital gap = 2.6 eV

A 2-piece molecular cluster, C4H6N2S overall in a non-equilibrium geometry. Source: the Open Molecules 2025 dataset; level of theory: the ωB97M-V functional and the def2-TZVPD basis.

```
13
Properties=species:S:1:pos:R:3:lowdin_charge:R:1
C 1.976 -1.511 -0.670 0.10
C -0.536 -0.283 2.088 -0.82
C -0.927 0.951 2.069 -0.08
C -0.476 0.541 -1.755 -0.13
N 1.164 -0.659 -0.681 -0.16
N 0.208 0.066 -0.631 -0.10
S 0.194 -1.603 2.131 0.78
H 2.806 -2.199 -0.640 0.07
H -1.536 1.155 2.958 0.07
H -0.973 1.640 1.322 0.01
H -1.258 1.283 -1.455 0.08
H 0.271 0.993 -2.490 0.09
H -0.912 -0.373 -2.246 0.09
```

Properties
Relative energy (zero: lowest compared OMol25 entry of this formula, charge and spin) = 135.0 kcal/mol
HOMO level = -8.134 eV
2S+1 = 1
Orbital gap = 8.7 eV